{
  "formula": "C17H27Cl2IrOS3Sb",
  "method": "the ωB97M-V functional and the def2-TZVPD basis",
  "species": ["Ir", "Cl", "C", "C", "C", "C", "C", "Cl", "C", "S", "H", "H", "H", "C", "C", "C", "Sb", "C", "C", "C", "C", "C", "C", "H", "H", "H", "H", "H", "H", "H", "H", "H", "H", "H", "H", "H", "H", "H", "H", "H", "H", "H", "H", "H", "C", "O", "C", "S", "S", "H", "H", "H"],
  "coordinates": [[0.718, -0.431, -0.353], [2.827, -1.424, -0.658], [2.631, -2.652, -1.909], [3.742, -3.353, -2.336], [3.556, -4.303, -3.325], [2.288, -4.529, -3.849], [1.202, -3.812, -3.387], [-0.368, -4.109, -4.042], [1.348, -2.838, -2.392], [-0.047, -1.947, -1.788], [4.718, -3.157, -1.914], [4.399, -4.868, -3.694], [2.137, -5.269, -4.624], [1.190, -3.972, 1.280], [-0.099, -3.453, 1.910], [-0.276, -3.977, 3.332], [-0.217, -1.306, 1.830], [-2.310, -0.834, 1.978], [-2.974, -1.517, 3.173], [-2.999, -1.227, 0.673], [0.908, -0.368, 3.404], [2.396, -0.613, 3.175], [0.464, -0.763, 4.808], [1.180, -5.064, 1.289], [2.071, -3.648, 1.839], [1.294, -3.655, 0.247], [-0.945, -3.757, 1.286], [0.619, -3.792, 3.929], [-0.426, -5.058, 3.299], [-1.129, -3.542, 3.855], [-2.339, 0.251, 2.107], [-3.002, -2.601, 3.041], [-4.008, -1.176, 3.246], [-2.488, -1.294, 4.123], [-2.958, -2.307, 0.515], [-2.560, -0.739, -0.197], [-4.053, -0.945, 0.721], [0.687, 0.690, 3.235], [2.651, -1.670, 3.283], [2.974, -0.061, 3.920], [2.722, -0.275, 2.191], [0.678, -1.810, 5.024], [-0.598, -0.585, 4.979], [1.014, -0.161, 5.534], [-2.014, 2.054, -2.573], [-0.607, 2.360, -2.600], [0.178, 2.110, -1.577], [1.779, 2.400, -1.626], [-0.567, 1.347, -0.113], [-2.384, 2.359, -3.546], [-2.514, 2.617, -1.788], [-2.163, 0.984, -2.434]],
  "total_charge": 1,
  "e_lumo_ev": -4.224,
  "homo_ha": -0.4063,
  "orbital_gap_ha": 0.25105,
  "multiplicity": 1,
  "e_tot_ha": -3198.49104,
  "fmax_ev_per_a": 0.79
}